{
  "formula": "CH4NO2S",
  "method": "ωB97M-V/def2-TZVPD",
  "orbital_gap_ev": 8.364,
  "charge": -1,
  "smiles": "C[S@](=N)(=O)[O-]",
  "total_energy_ha": -643.90031,
  "symbols": ["C", "S", "N", "O", "O", "H", "H", "H", "H"],
  "positions_angstrom": [[0.41439, -0.51811, -0.16297], [-1.75918, -0.13136, 0.06390], [-1.80826, 1.35939, -0.43260], [-2.30129, -0.27567, 1.41121], [-2.16849, -1.14584, -0.88035], [0.97210, -0.58945, 0.68563], [0.55068, -1.23463, -0.90227], [0.47783, 0.44073, -0.75046], [-2.03640, 1.91670, 0.45153]],
  "atomic_forces_ev_per_a": [[-4.22, 3.43, -1.99], [2.46, 0.53, -0.17], [-0.61, 0.16, 1.38], [0.51, -0.36, 0.29], [-0.52, 0.01, -0.58], [1.48, -0.11, 2.33], [0.00, -1.96, -0.81], [0.48, -0.66, 1.13], [0.42, -1.04, -1.58]],
  "lowdin_charge": [-0.10, 0.41, -0.32, -0.45, -0.44, -0.05, -0.04, 0.00, -0.01]
}